(1)
Density functional theory data (ωB97M-V/def2-TZVPD) for a structure of composition C8H24BF4KO4 at a distorted geometry.

Positions of all 42 atoms, in Å:
K (12.6209, 24.8838, 23.5621)
F (13.8030, 23.6163, 25.0390)
F (12.7536, 24.0077, 26.9430)
F (11.5619, 24.0509, 25.0666)
F (12.3316, 22.1821, 25.8375)
O (13.8515, 23.5478, 22.3219)
O (10.6174, 25.1792, 23.3195)
O (13.4335, 25.6533, 25.0778)
O (12.5045, 26.6799, 22.7433)
C (15.0360, 27.3501, 25.1695)
C (10.0218, 24.1893, 22.5122)
C (12.7424, 22.8437, 21.8424)
C (9.6277, 22.9244, 23.2985)
C (12.0627, 22.1795, 23.0444)
C (14.6397, 26.0593, 24.5135)
C (12.9179, 25.7220, 20.5068)
C (12.0225, 26.5422, 21.4023)
B (12.6307, 23.4896, 25.7294)
H (13.8869, 26.2209, 20.5235)
H (14.2682, 28.1006, 24.9815)
H (13.6743, 25.3148, 25.9433)
H (12.5458, 27.6369, 22.8065)
H (12.7120, 21.3945, 23.4321)
H (13.0666, 22.1191, 21.0954)
H (13.0085, 24.6914, 20.8499)
H (14.5076, 26.2269, 23.4446)
H (12.1615, 23.5441, 21.2424)
H (15.2323, 27.3660, 26.2416)
H (11.9756, 22.7603, 23.9626)
H (9.2194, 24.7809, 22.0715)
H (12.5712, 25.7875, 19.4755)
H (9.8708, 25.4678, 23.8496)
H (10.6099, 23.8734, 21.6506)
H (15.4702, 25.3763, 24.6922)
H (9.1177, 22.1500, 22.7255)
H (14.6176, 23.0037, 22.5188)
H (16.0312, 27.6448, 24.8366)
H (9.0035, 23.0737, 24.1795)
H (11.1117, 21.7683, 22.7060)
H (11.7191, 27.5453, 21.1027)
H (11.0428, 26.0676, 21.3462)
H (10.4995, 22.4508, 23.7497)

The calculation puts the energy relative to the best compared isomer or geometry (same formula, charge and spin) at 279.5 kcal per mole. The frontier orbital gap is 9.643 eV. For the lowest unoccupied orbital energy, the calculation gives -0.010 eV. For the energy, the calculation gives -1644.248194 a.u. Its maximum force is 9.48 eV Å⁻¹.

These are the Löwdin partial charges, in e, on atoms 1 to 6:
1. K 1.088
2. F 0.105
3. F 0.242
4. F 0.008
5. F 0.204
6. O -0.190

(2)
Density functional theory data (ωB97M-V/def2-TZVPD) for a cluster of 10 separate species, C46H84Br18N2O4S in total at a distorted geometry.

Positions of all 155 atoms, in Å:
Br (5.6749, -5.9475, -7.8804)
Br (7.3511, -10.4044, -5.2353)
Br (-6.8397, 5.9685, 8.3414)
Br (-8.5811, 1.1362, 1.1604)
Br (8.9234, -2.0416, -0.2335)
Br (9.5563, -10.8596, -9.9047)
Br (11.6083, -13.5894, -8.5014)
Br (5.4000, -9.6324, -8.2039)
Br (7.6928, -6.8651, -4.2392)
Br (-3.6914, 2.9855, 4.9986)
Br (3.3864, -6.5357, -2.2294)
Br (-0.5021, 8.3597, -1.2531)
Br (2.7777, 9.7285, -2.2456)
Br (-8.7305, 3.3958, 10.1730)
Br (-4.1572, 1.1336, 8.1640)
Br (5.7172, -2.4565, 1.5501)
Br (-9.3722, 4.6711, 0.4673)
Br (3.8837, -3.0182, -3.2575)
S (1.2719, 1.6657, 2.2825)
O (2.4623, 2.9326, -0.5667)
O (0.6349, 5.2070, 0.6734)
O (-0.5800, -2.1191, -0.2705)
O (2.1932, -3.2977, 1.6667)
N (2.2188, -1.6191, 0.1082)
N (1.5181, -1.3636, 3.5972)
C (0.4239, -1.8758, 4.4083)
C (4.5485, -5.1684, -1.4730)
C (4.8107, -8.2212, -9.4084)
C (-4.9046, 1.9558, 1.7845)
C (0.5420, -1.6837, -2.4188)
C (-1.5105, 4.8332, -0.4504)
C (-3.6213, 1.1827, -1.0943)
C (3.8899, -3.8190, -1.4806)
C (-9.8272, 2.3296, 2.0605)
C (6.2188, -9.3202, -4.0808)
C (-5.4363, 2.9657, -0.5168)
C (1.1847, -1.1286, 2.2008)
C (1.4010, 3.6872, -1.1415)
C (6.0916, -7.9147, -4.5949)
C (7.2320, -1.1197, -0.4908)
C (1.9332, 0.1052, 1.6265)
C (1.8244, -0.1914, 0.0964)
C (-7.3695, 5.9204, 10.2116)
C (1.7012, 10.0982, -0.6678)
C (1.8964, -2.1964, 1.3484)
C (5.7890, -7.0786, -9.4589)
C (-10.5290, 3.2363, 1.0848)
C (2.7794, 1.8173, -1.3752)
C (-1.2154, 4.2401, 1.8972)
C (-5.1290, 2.6676, 7.4628)
C (-5.1434, 2.0593, -2.8344)
C (-7.2698, 4.5288, 10.7776)
C (-5.6606, 4.3121, 1.5416)
C (-2.8459, 4.3259, -0.3801)
C (1.3040, 5.0804, -0.5713)
C (-0.6751, 4.7690, 0.6815)
C (-5.3238, 2.5711, 5.9749)
C (-0.0187, 0.4048, 5.5088)
C (-3.3806, 3.7678, 0.8189)
C (-4.8059, 3.1934, 0.8704)
C (-6.0148, 0.5135, -1.1265)
C (11.4197, -11.7439, -7.9151)
C (3.0178, 0.5241, -0.6155)
C (10.0036, -11.2545, -8.0516)
C (6.5386, -0.8489, 0.8185)
C (1.0228, 8.8574, -0.1544)
C (0.4356, 0.0538, -0.4978)
C (-5.0497, 1.6912, -1.3223)
C (-0.6257, -0.8490, 4.8455)
C (-2.5470, 3.7476, 1.9689)
C (-0.2243, -1.1114, -1.2143)
H (2.9540, -0.0069, 1.9884)
H (-6.1093, 1.8012, -3.2629)
H (-8.3747, 6.3250, 10.2620)
H (7.2100, -0.4681, 1.5808)
H (9.2733, -11.9757, -7.6993)
H (-1.1862, -2.7339, -0.6904)
H (1.6187, 3.8051, -2.2110)
H (5.2920, -7.3938, -4.0761)
H (2.8575, -3.8458, -1.1471)
H (1.6845, 7.9976, -0.1301)
H (-4.8848, 3.1006, -3.0176)
H (6.6383, -1.7356, -1.1602)
H (-0.0563, -2.6519, 3.8108)
H (-2.8670, 1.9058, -1.4004)
H (-0.1693, -1.8641, -3.2263)
H (-5.6342, 1.5808, 5.6565)
H (-5.8533, 5.0968, 0.8072)
H (-6.0529, 3.3069, 5.6403)
H (-5.5830, 1.2139, 1.3730)
H (-5.8579, -0.1705, -1.9658)
H (-6.6827, 6.5879, 10.7270)
H (0.9446, -2.6550, -2.1447)
H (0.6169, 9.0274, 0.8401)
H (4.7452, -5.4861, -0.4515)
H (-7.0626, 0.7995, -1.1576)
H (-9.2573, 2.8746, 2.8062)
H (0.2997, 1.8914, 1.3910)
H (1.3249, -1.0295, -2.7934)
H (3.8237, -7.9157, -9.0771)
H (5.5613, -6.4238, -10.2969)
H (-11.3719, 3.7286, 1.5646)
H (1.9143, -0.5324, 4.0136)
H (-4.5739, 3.5525, 7.7553)
H (0.1119, -1.1014, 2.0141)
H (-6.5910, 3.8980, 1.9225)
H (-0.2364, 0.3023, 0.3260)
H (-6.3494, 4.0291, 10.4931)
H (6.8181, -7.4158, -9.5297)
H (-3.9453, 1.4665, 1.9429)
H (-1.1651, 5.2494, -1.3865)
H (4.4487, -3.1242, -0.8612)
H (-1.1700, -0.7179, -1.6029)
H (5.7221, -0.1461, 0.6721)
H (3.7916, 0.7095, 0.1278)
H (-1.2487, -1.3372, 5.5978)
H (-5.3212, 2.2279, 2.7516)
H (-7.3494, 4.5530, 11.8619)
H (-10.5462, 1.6807, 2.5557)
H (3.2210, -1.7604, 0.0208)
H (-0.2555, 1.3003, 4.9418)
H (0.8747, 5.7364, -1.3315)
H (4.7353, -8.6924, -10.3860)
H (-3.4276, 0.8355, -0.0813)
H (12.1214, -11.1565, -8.4975)
H (2.3973, 10.4834, 0.0738)
H (0.8120, -2.3577, 5.3064)
H (11.7202, -11.7416, -6.8698)
H (-4.3924, 1.4780, -3.3748)
H (5.2488, -9.8124, -4.0842)
H (-0.5570, 4.2165, 2.7590)
H (5.9218, -7.8741, -5.6656)
H (2.3242, 5.4275, -0.4067)
H (0.4139, 0.9070, -1.1701)
H (9.8730, -10.3166, -7.5157)
H (-0.4241, 0.5163, 6.5126)
H (-6.0911, 2.6581, 7.9720)
H (7.4825, -0.1845, -0.9867)
H (0.9965, 10.8755, -0.9436)
H (3.4100, -0.1573, -1.3778)
H (-10.8715, 2.7083, 0.2011)
H (0.4599, 3.1330, -1.0733)
H (-5.3037, 3.8553, -1.1247)
H (-3.4795, 0.3178, -1.7493)
H (1.0639, 0.3462, 5.6202)
H (-6.5152, 2.9074, -0.3443)
H (3.7191, 2.0352, -1.8996)
H (-5.7928, -0.0756, -0.2366)
H (-1.3021, -0.5741, 4.0349)
H (5.4718, -5.1912, -2.0448)
H (2.0389, 1.6670, -2.1645)
H (-3.4145, 4.3771, -1.2960)
H (-2.8938, 3.3633, 2.9290)
H (-5.0808, 4.7919, 2.3298)
H (6.6470, -9.3719, -3.0853)

The SMILES is CCCN[C@@H]1C(=O)N[C@@](CCOCCOc2ccc(C(C)(C)CC(C)(C)C)cc2)(C[C@@H](C)O)[C@H]1S.BrCCBr.BrCCBr.BrCCBr.BrCCBr.BrCCBr.BrCCBr.BrCCBr.BrCCBr.BrCCBr. The calculation puts the energy relative to the best compared isomer or geometry (same formula, charge and spin) at 0.0 kcal per mole. The frontier orbital gap is 8.363 eV. For the lowest unoccupied orbital energy, the calculation gives 0.103 eV. For the energy, the calculation gives -48944.044599 a.u. Its maximum force is 2.49 eV Å⁻¹.

These are the Löwdin partial charges, in e, on atoms 1 to 6:
1. Br 0.643
2. Br 0.582
3. Br 0.622
4. Br 0.711
5. Br 0.622
6. Br 0.593

(3)
Density functional theory data (ωB97M-V/def2-TZVPD) for the ion Cl6NP2 with charge +1 at a distorted geometry.

Positions of all 9 atoms, in Å:
Cl (-2.2660, -1.4132, -0.6076)
Cl (1.4354, 1.7798, -0.7271)
Cl (-1.4510, 1.4826, -0.0600)
Cl (3.2108, -0.7212, -0.4147)
Cl (-2.0350, -0.4477, 2.4402)
Cl (0.5711, -0.7471, -2.4674)
P (1.4204, -0.1291, -0.7771)
P (-1.2034, -0.3720, 0.5909)
N (0.3069, -0.8317, 0.6977)

The SMILES is ClP(Cl)(Cl)=[N+]=P(Cl)(Cl)Cl. The calculation puts the energy relative to the best compared isomer or geometry (same formula, charge and spin) at 37.0 kcal per mole. As for the charge: +1. The frontier orbital gap is 9.560 eV. For the lowest unoccupied orbital energy, the calculation gives -5.086 eV. For the energy, the calculation gives -3498.454641 a.u. Its maximum force is 6.17 eV Å⁻¹.

These are the natural (NBO) partial charges, in e, on atoms 1 to 6:
1. Cl -0.119
2. Cl -0.064
3. Cl -0.175
4. Cl -0.021
5. Cl -0.109
6. Cl -0.081